48
Properties=species:S:1:pos:R:3:forces:R:3:lowdin_charge:R:1 method="wB97M-V/def2-TZVPD" spin_multiplicity=2 gap_ev="7.0 / 7.1" relative_energy_kj_mol=74.8 total_charge=0 lumo_energy_ev="-0.593 / -0.507" total_energy_ha=-4781.129413
Pd -1.250106 0.884096 -0.071501 -0.4 0.3 0.3 0.737
O -3.080320 0.795748 -1.603885 0.0 -0.1 0.0 -0.330
C -3.176326 -0.128615 -2.624704 0.1 0.0 -0.1 -0.303
C -4.199915 0.056209 -3.545004 0.0 0.0 0.0 -0.039
C -4.365499 -0.819128 -4.603824 0.0 0.0 0.0 -0.069
C -3.510256 -1.901002 -4.744455 0.0 0.0 0.0 -0.081
C -2.519907 -2.104965 -3.803296 0.0 0.0 0.0 -0.039
C -2.322421 -1.239163 -2.720774 0.0 0.0 0.0 -0.125
C -1.331539 -1.692741 -1.740643 0.0 0.0 0.0 -0.063
N -0.922188 -1.085950 -0.697034 0.1 -0.1 0.0 -0.091
N -0.079483 -1.792622 0.126963 0.0 0.0 -0.2 0.054
C -0.104672 -1.346490 1.372642 0.0 0.0 0.1 -0.505
O -0.788136 -0.388048 1.829970 0.0 0.1 0.0 -0.125
C 0.791775 -2.091771 2.320205 0.0 0.0 0.0 -0.151
C 0.839657 -1.687033 3.649592 0.0 0.0 0.0 -0.036
C 1.665606 -2.339096 4.553622 0.0 0.0 0.0 -0.091
C 2.452331 -3.402122 4.133397 0.0 0.0 0.0 -0.101
C 2.408028 -3.810088 2.806083 0.0 0.0 0.0 -0.089
C 1.581661 -3.159781 1.902980 0.0 0.0 0.0 -0.037
H -4.857102 0.903090 -3.411749 0.0 0.0 0.0 0.091
H -5.164114 -0.654504 -5.315040 0.0 0.0 0.0 0.107
H -3.626983 -2.591687 -5.568380 0.0 0.0 0.0 0.104
H -1.873496 -2.970185 -3.884622 0.0 0.0 0.0 0.112
H -0.952210 -2.703138 -1.883548 0.0 0.0 0.0 0.128
H 0.214661 -0.859244 3.956755 0.0 0.0 0.0 0.106
H 1.693032 -2.020072 5.588149 0.0 0.0 0.0 0.097
H 3.096169 -3.913997 4.837669 0.0 0.0 0.0 0.097
H 3.018833 -4.640473 2.474738 0.0 0.0 0.0 0.098
H 1.537393 -3.466907 0.867557 0.0 0.0 0.0 0.102
C 3.324164 3.568706 1.764932 0.0 0.0 0.0 -0.023
N 2.567778 2.607064 0.999226 0.0 0.1 0.0 -0.091
C 3.052105 1.951994 -0.199246 0.0 0.0 0.0 -0.023
C 1.796098 1.234602 -0.695708 0.0 0.0 0.0 -0.498
O 1.732323 0.526094 -1.660708 0.0 0.0 0.0 0.065
N 0.755582 1.567824 0.166229 0.2 0.1 -0.1 0.052
C 1.249770 2.364689 1.105343 0.0 -0.2 0.1 -0.401
N 0.508613 2.844576 2.105698 0.0 0.1 -0.1 0.220
H 4.375921 3.292168 1.732001 0.0 0.0 0.0 0.096
H 3.020842 3.547205 2.811646 0.0 0.0 0.0 0.087
H 3.217747 4.584830 1.375253 0.0 0.0 0.0 0.098
H 3.842305 1.232752 0.019356 0.0 0.0 0.0 0.142
H 3.402980 2.660878 -0.952154 0.0 0.0 0.0 0.141
H -0.475872 2.633775 2.105051 0.0 -0.1 0.0 0.073
H 0.842037 3.578666 2.701375 0.0 0.0 0.0 0.106
Cl -0.294513 2.881239 -2.771083 0.0 -0.1 0.0 0.224
Ge -2.133451 2.356575 -1.790775 0.0 0.0 -0.3 -0.256
Cl -2.467854 3.384279 0.124851 0.1 -0.1 0.0 0.211
Cl -3.491046 3.351763 -3.143148 0.0 0.1 0.1 0.218

=====

41
Properties=species:S:1:pos:R:3:forces:R:3:lowdin_charge:R:1 method="wB97M-V/def2-TZVPD" spin_multiplicity=1 gap_ev=8.3 relative_energy_kj_mol=1738.7 total_charge=0 lumo_energy_ev=0.195 total_energy_ha=-1490.944541
O -4.145201 -2.751940 -0.232876 3.2 2.3 0.2 0.045
C -3.388847 -1.751671 -0.168676 -4.3 1.2 -0.6 -0.288
N -2.013196 -1.725329 -0.147219 -8.8 -12.9 1.5 0.125
C -1.160021 -0.838953 -0.207889 0.8 4.3 -2.7 -0.484
C -1.401408 0.198055 -1.043426 -0.1 6.6 -0.1 0.021
C -0.506418 1.265307 -0.872545 -0.9 2.8 -2.6 -0.011
C 0.662764 1.023971 -0.101633 -4.0 16.8 -9.0 -0.639
C 0.978897 -0.018055 0.285880 3.9 -14.5 8.5 -0.291
C -0.042115 -0.982337 0.355282 8.1 -4.2 5.2 0.051
H 0.233011 -1.969441 0.983728 -0.9 2.3 -1.5 0.201
C 2.211865 -0.027023 1.213328 1.1 -6.1 -15.5 -0.401
O 2.201261 0.106729 2.283735 0.3 2.4 13.0 0.243
N 3.352771 -0.873143 0.390317 -4.2 3.6 11.1 -0.081
C 3.397661 -0.871044 -0.878226 -3.9 -5.5 -7.2 -0.384
H 2.394337 -0.787137 -1.498598 1.7 0.0 1.5 0.190
C 4.379366 -0.101676 -1.434587 4.9 5.2 -8.2 -0.257
H 4.620428 -0.495086 -2.558067 -1.0 0.9 2.4 0.169
O 5.663483 -0.307380 -0.860146 0.8 0.9 -3.5 -0.122
C 5.741682 0.164189 0.369711 -5.0 -0.9 5.8 -0.208
H 6.610619 -0.057106 0.948035 1.1 -0.1 -0.4 0.104
C 4.573086 -0.838952 1.059556 1.1 5.3 5.1 -0.130
H 4.390913 -0.447880 2.350871 0.4 -1.2 -4.0 0.206
H 4.931608 -1.766653 1.142909 1.9 -3.7 0.2 0.057
H 5.292671 1.162450 0.741084 1.0 -0.7 -1.7 0.140
H 4.139290 1.153903 -1.726004 0.7 -3.5 1.6 0.173
H 3.732701 -1.988658 -1.073494 -0.5 1.4 -0.7 0.182
Cl 1.977138 2.195831 -0.303075 -0.2 1.1 0.2 0.753
H -0.583388 2.431763 -1.496751 0.0 -4.0 2.2 0.199
H -2.433005 0.494075 -1.307711 0.9 -0.7 -0.8 0.132
H -1.784255 -2.801448 0.027982 0.1 3.1 -0.4 0.241
C -4.149622 -0.295562 -0.000975 1.5 -6.6 -4.1 -0.225
C -3.772916 0.393958 0.962662 6.0 5.2 11.9 -0.118
C -4.349299 1.665278 1.330776 -2.0 -0.7 -1.4 -0.027
C -5.456188 1.887980 0.477372 1.3 7.7 5.9 -0.093
C -5.898102 1.121713 -0.520380 -2.8 7.8 3.8 -0.160
C -5.197410 0.176842 -0.704972 3.6 -15.5 -9.2 -0.121
H -5.545197 -0.681840 -1.699027 1.0 2.6 2.9 0.222
H -6.696144 1.505147 -0.881827 -5.3 1.5 -3.6 0.075
H -5.943768 3.005297 0.689279 0.8 -3.1 -0.7 0.162
H -4.171276 2.389902 2.214945 0.2 -1.7 -1.8 0.134
H -2.847790 0.035924 1.890645 -2.7 0.7 -3.3 0.219

=====

43
Properties=species:S:1:pos:R:3:forces:R:3:lowdin_charge:R:1 method="wB97M-V/def2-TZVPD" spin_multiplicity=1 smiles="CCOC(=O)c1cnc(-n2nc(C)cc2C)nc1Oc1ccccc1F" gap_ev=9.0 relative_energy_kj_mol=0.0 total_charge=0 lumo_energy_ev=0.232 total_energy_ha=-1240.743364
C -2.068841 -5.421656 -1.355800 0.3 0.3 -0.1 -0.059
C -1.090796 -4.850182 -2.371984 -0.4 -0.3 -0.2 -0.213
O -0.329536 -3.775531 -1.816832 0.3 0.0 0.2 -0.005
C -0.927957 -2.577114 -1.779044 -0.1 0.1 -0.1 -0.449
O -2.027416 -2.351205 -2.210534 0.0 -0.1 0.1 0.142
C -0.031833 -1.560089 -1.180256 -0.1 0.3 0.2 -0.007
C 1.339758 -1.566554 -1.377748 -0.6 -0.1 0.1 -0.033
N 2.146882 -0.621642 -0.924247 0.4 0.5 0.2 0.147
C 1.569968 0.372634 -0.260399 -1.0 -1.0 -0.4 -0.282
N 2.344025 1.412907 0.184859 0.9 0.5 0.2 -0.021
N 1.758798 2.459070 0.804502 -0.7 0.6 0.4 0.138
C 2.718140 3.295321 1.112524 0.2 -0.4 -0.2 -0.341
C 2.453658 4.578164 1.810563 -0.1 0.0 0.0 -0.033
C 3.973211 2.787227 0.684933 -0.2 -0.3 -0.1 0.021
C 3.707387 1.583557 0.093667 0.2 0.2 0.1 -0.239
C 4.624130 0.605135 -0.532879 0.2 -0.1 -0.1 -0.041
N 0.277192 0.465633 0.027072 -0.3 -0.2 0.0 0.221
C -0.530702 -0.481465 -0.404415 1.2 -0.2 -0.3 -0.228
O -1.815400 -0.496028 -0.092432 -0.3 -0.1 -0.1 0.118
C -2.472801 0.470694 0.633416 -0.4 0.3 0.3 -0.141
C -2.006231 1.739122 0.955038 0.1 0.0 -0.1 0.000
C -2.818686 2.610499 1.663416 -0.1 0.0 0.0 -0.080
C -4.091635 2.242402 2.058742 0.0 0.0 0.0 -0.087
C -4.568254 0.978902 1.750582 0.1 -0.1 -0.1 -0.011
C -3.760358 0.110147 1.046951 0.2 0.0 0.0 -0.199
F -4.219079 -1.122503 0.761831 0.1 0.1 0.0 0.086
H -2.796525 -4.663866 -1.075838 -0.1 0.0 0.0 0.076
H -2.591574 -6.268863 -1.790358 -0.1 -0.1 0.0 0.078
H -1.537822 -5.748859 -0.465003 0.0 -0.1 0.1 0.078
H -1.630878 -4.483705 -3.251238 0.2 -0.1 0.1 0.123
H -0.349510 -5.594095 -2.671309 -0.1 0.1 0.0 0.123
H 1.812119 -2.360178 -1.939997 -0.1 -0.1 0.0 0.131
H 2.786173 5.415331 1.198438 0.0 0.1 0.0 0.080
H 1.389747 4.673804 2.004978 -0.1 0.1 0.0 0.073
H 2.997506 4.612045 2.753458 0.0 0.1 0.1 0.080
H 4.929506 3.254600 0.803284 0.3 0.0 0.0 0.108
H 4.367644 0.457824 -1.580012 0.1 -0.1 0.0 0.078
H 5.645808 0.968371 -0.456675 0.0 0.1 0.0 0.080
H 4.544337 -0.362596 -0.041966 0.1 0.0 -0.1 0.079
H -1.010699 2.034965 0.668812 -0.1 0.1 0.0 0.084
H -2.441190 3.591709 1.905744 0.1 0.1 0.0 0.103
H -4.714920 2.930285 2.608612 -0.1 0.1 0.1 0.103
H -5.553346 0.655784 2.047545 -0.1 -0.1 0.0 0.119

=====

39
Properties=species:S:1:pos:R:3:forces:R:3:lowdin_charge:R:1 method="wB97M-V/def2-TZVPD" spin_multiplicity=5 gap_ev="3.9 / 5.0" total_charge=-2 lumo_energy_ev="5.311 / 5.182" total_energy_ha=-2123.848717
C -4.349179 -3.270869 0.979893 -0.1 0.2 0.0 -0.164
C -3.176279 -2.544934 0.977314 0.3 -0.3 0.0 -0.071
C -1.960779 -3.227746 0.976170 -1.9 -0.2 0.0 -0.285
C -1.955575 -4.689966 0.980034 -1.9 0.2 0.0 -0.304
C -3.167163 -5.381625 0.981774 0.4 0.3 0.0 -0.091
C -4.344379 -4.663837 0.981270 -0.2 -0.2 0.0 -0.172
N -0.637491 -5.138885 0.979343 -4.1 2.5 0.0 0.021
N -0.150182 -3.951911 0.973920 12.2 0.2 0.0 -0.263
N -0.645610 -2.768366 0.970293 -4.0 -2.8 0.0 0.060
H -5.290239 -2.747104 0.980372 -0.3 0.1 0.0 0.071
H -3.175663 -1.470044 0.976131 -0.1 0.4 0.0 0.089
H -3.160009 -6.456562 0.982437 -0.1 -0.4 0.0 0.078
H -5.282151 -5.194166 0.981487 -0.3 -0.1 0.0 0.067
C 0.154300 0.676373 2.127001 0.1 -0.2 0.0 -0.143
C 0.503486 2.015366 1.602582 0.4 0.0 0.8 -0.191
C 0.243997 2.405780 0.321003 -1.7 1.2 -2.0 -0.342
C 0.600945 3.741261 -0.307587 -0.8 -1.1 1.6 -0.171
C 0.305035 3.680747 -1.665923 -1.7 -1.0 -1.9 -0.229
C -0.272771 2.334846 -1.982985 -0.1 2.5 -1.2 -0.216
C -0.318580 1.568396 -0.819309 0.0 0.5 2.2 -0.145
Fe 1.656850 2.159393 -1.174467 -0.4 -0.7 0.6 0.346
C 3.162073 0.823612 -0.607114 1.0 0.1 -0.5 -0.182
C 3.545261 2.179610 -0.258336 0.9 -0.3 -0.7 -0.194
C 3.561985 2.968177 -1.476075 1.0 -0.9 -0.1 -0.208
C 3.189532 2.100336 -2.578666 1.1 -0.2 0.0 -0.213
C 2.940719 0.773879 -2.041602 1.2 0.3 0.2 -0.194
H 0.718346 0.437246 3.034710 -0.1 0.0 0.0 0.057
H -0.913176 0.617398 2.358894 -0.2 -0.3 0.1 0.059
H 0.367724 -0.102372 1.389326 -0.1 -0.1 0.1 0.049
H 0.962887 2.733746 2.261531 0.1 0.2 0.2 0.072
H 1.076491 4.582734 0.197531 -0.1 -0.4 0.0 0.094
H 0.551088 4.446090 -2.405289 -0.3 -0.3 0.2 0.081
H -0.581024 2.002672 -2.979135 0.1 0.2 0.4 0.081
H -0.651891 0.529266 -0.747482 0.2 0.5 0.1 0.102
H 3.105145 -0.022417 0.082357 -0.2 0.4 -0.3 0.100
H 3.801359 2.539789 0.741665 -0.3 -0.2 -0.4 0.091
H 3.804174 4.031508 -1.546741 -0.2 -0.4 0.0 0.087
H 3.113190 2.395763 -3.627870 0.0 -0.1 0.4 0.080
H 2.667560 -0.113190 -2.618464 0.0 0.4 0.3 0.094